# 1
Formula: C3H13O3S
Source: the OMol25 dataset
Level of theory: ωB97M-V/def2-TZVPD

The geometry in XYZ format:
```
20
Properties=species:S:1:pos:R:3:forces:R:3:lowdin_charge:R:1
C 1.267937 0.335620 0.794975 0.32 0.53 -0.14 -0.118
C 2.366077 0.164109 -0.262029 -1.45 -0.54 0.40 -0.324
C 1.818183 -0.237708 -1.633121 0.17 -0.20 -0.15 -0.623
S 1.365675 -1.971534 -1.653037 0.17 -0.20 -0.01 0.710
H 1.717318 0.861500 1.638470 -0.18 -0.31 0.29 0.073
H 0.789782 -0.590755 1.103449 0.20 -0.10 0.11 0.066
H 0.470345 0.979037 0.436269 -0.14 0.11 -0.18 0.060
H 2.886159 1.101603 -0.378195 0.43 0.18 -0.02 0.103
H 3.017368 -0.637287 0.066515 0.62 0.17 0.07 0.090
H 2.622051 -0.046245 -2.339668 -0.21 -0.11 -0.38 0.062
H 0.900139 0.280145 -1.890818 0.14 0.54 -0.02 0.060
H -2.191917 3.077455 1.871629 -0.54 -0.06 0.21 0.036
H -2.959439 1.784373 1.884593 -0.12 -0.18 -0.04 -0.003
O -3.059839 2.713987 2.121649 0.70 0.15 -0.24 -0.073
H -1.172565 -3.278131 -0.362103 -0.47 -0.04 0.17 0.042
H -1.056169 -1.926401 -0.922424 -0.19 -0.17 -0.14 -0.049
O -1.742794 -2.522747 -0.569324 0.74 0.16 -0.14 -0.101
H -2.168943 -0.767425 0.141000 -0.04 -0.10 0.73 -0.001
H -2.607546 0.512094 -0.441115 -0.09 0.42 0.26 0.051
O -2.261819 0.168319 0.393281 -0.06 -0.23 -0.78 -0.061
```
Positions in Å, forces in eV/Å.

Summary:
* max |F|: 1.6 eV/A
* spin multiplicity: 2
* LUMO (spin up / spin down): 0.573 / -2.508 eV
* HOMO-LUMO gap (spin up / spin down): 10.5 / 7.0 eV
* highest occupied orbital energy (spin up / spin down): -9.88 / -9.49 eV
* energy above the lowest of the compared OMol25 structures with the same formula, charge and spin: 0.0 kcal per mole

---

# 2
Formula: C7H10O4S
Source: the OMol25 dataset
Level of theory: ωB97M-V/def2-TZVPD

The geometry in XYZ format:
```
22
Properties=species:S:1:pos:R:3:forces:R:3:lowdin_charge:R:1
C -2.568694 -0.893874 0.829204 0.57 2.83 0.68 -0.287
C 1.140727 -1.563553 -0.108172 -2.37 -7.07 1.97 0.014
C -2.922388 -2.050355 0.372423 -2.08 -3.08 -2.91 -0.211
C 1.488838 -0.344703 -0.563425 -0.51 2.12 -0.73 -0.224
C 0.148612 0.564710 -0.345349 1.15 2.52 -0.33 -0.403
C 1.859050 -0.456955 -2.086802 4.76 -1.73 3.22 0.042
C 0.028002 0.897341 1.121514 0.36 -0.22 0.77 -0.047
O 0.811733 -2.634894 0.202499 1.38 4.65 -1.17 0.364
O -3.231679 -0.122985 -1.756557 1.57 1.16 1.87 -0.334
O -2.429543 1.650066 -0.164720 -0.38 0.49 0.10 -0.309
O -0.875691 -0.045642 -0.925616 -1.15 -2.38 -1.67 -0.258
S -2.489995 0.271854 -0.538119 -1.46 -2.34 -1.25 0.654
H -3.236960 -2.366135 -0.691257 0.60 1.06 1.11 0.072
H -3.182675 -2.907910 0.965296 0.53 -0.20 1.02 0.018
H 2.229829 0.012319 0.143676 0.49 0.37 -0.21 0.176
H 0.314781 1.432626 -1.074222 0.82 -0.35 1.57 0.185
H 0.958840 -0.691688 -2.533176 -1.49 -0.06 -1.80 0.069
H 2.670552 -1.348260 -2.077406 -2.02 1.81 -0.76 0.148
H 2.478371 0.434232 -2.261851 -0.95 -0.14 -0.68 0.106
H -0.560099 1.747232 1.331531 -0.24 1.62 -0.44 0.071
H 1.000335 1.004056 1.593924 0.14 0.14 0.07 0.086
H -0.613185 0.250571 1.720896 0.28 -1.17 -0.43 0.068
```
Positions in Å, forces in eV/Å.

Summary:
* max |F|: 7.7 eV/A
* spin multiplicity: 1
* LUMO: -1.684 eV
* HOMO-LUMO gap: 5.4 eV
* highest occupied orbital energy: -7.08 eV
* energy above the lowest of the compared OMol25 structures with the same formula, charge and spin: 156.1 kcal per mole

---

# 3
Formula: C30H18N7RbSe
Source: the OMol25 dataset
Level of theory: ωB97M-V/def2-TZVPD

The geometry in XYZ format:
```
57
Properties=species:S:1:pos:R:3:forces:R:3:lowdin_charge:R:1
Rb -0.014074 0.332108 0.034767 -0.28 -0.69 0.38 0.873
C 1.942241 -0.303284 4.750852 0.79 -1.27 0.35 -0.059
C 1.561312 -0.043344 3.414870 0.11 -0.35 -0.10 -0.191
N 0.861839 -0.857005 2.645796 -0.81 -0.24 0.95 0.016
C 0.351234 -1.984694 3.233688 -0.42 -0.45 -0.17 -0.118
C 0.775473 -2.378747 4.584627 0.33 0.37 -1.52 -0.196
C 1.630091 -1.553824 5.331480 0.06 2.22 -0.78 -0.015
C 0.411252 -3.599914 5.122790 -0.57 -1.34 0.69 -0.094
C -0.614943 -4.281485 4.516698 0.37 -0.01 0.50 -0.112
C -1.177283 -3.896487 3.317761 0.01 1.59 -0.96 -0.050
C -0.699185 -2.783840 2.502306 -0.01 -0.71 1.17 -0.170
N -1.135546 -2.381945 1.268273 0.74 0.48 0.96 0.033
C -2.098358 -3.041242 0.600691 -0.65 -0.93 -0.52 -0.236
C -2.682302 -4.277452 0.928984 -0.28 -0.40 -0.83 -0.039
C -3.699733 -4.873026 0.146837 0.94 -0.12 0.16 -0.092
C -4.057926 -4.446461 -1.094424 -1.54 -0.43 0.76 -0.096
C -3.512186 -3.265997 -1.585277 1.60 0.51 1.06 -0.156
C -3.709010 -2.853281 -2.912774 0.77 -0.41 -0.64 -0.036
C -2.851222 -1.927883 -3.446715 -0.07 1.84 0.41 -0.067
C -1.972195 -1.263959 -2.548505 -0.61 -0.53 -0.51 -0.182
N -1.876406 -1.530607 -1.259043 1.19 1.02 -0.87 0.006
C -2.528152 -2.558072 -0.729012 -1.18 -0.86 -0.75 -0.138
H 2.687330 0.375249 5.173661 -0.55 -0.09 0.28 0.094
H 1.878963 0.880834 2.919829 0.02 -0.25 0.47 0.063
H 1.898720 -1.865970 6.364196 0.05 0.40 -0.97 0.124
H 0.927752 -3.976361 6.015748 -0.47 0.29 -0.24 0.109
H -1.108724 -5.142694 4.949589 0.42 -0.13 0.37 0.103
H -2.081402 -4.448304 3.135062 0.18 0.36 -0.37 0.064
H -2.226763 -4.951197 1.632759 -0.29 0.35 0.02 0.071
H -4.116608 -5.798495 0.514012 -0.05 -0.18 0.05 0.098
H -4.851926 -5.003346 -1.588049 0.23 0.27 -0.36 0.107
H -4.348068 -3.445820 -3.567455 -0.21 0.26 0.30 0.116
H -2.924931 -1.441112 -4.439992 -0.02 -1.01 0.44 0.107
H -1.323630 -0.514074 -3.013434 -0.03 -0.17 0.58 0.070
Se 3.408314 7.290209 -3.955105 -0.47 -1.94 0.72 1.075
N 2.369161 5.863751 -4.524479 -0.01 1.18 0.28 -0.206
C 2.161638 5.097089 -3.503992 0.76 -0.22 0.73 -0.337
C 1.149532 4.030284 -3.456477 0.45 -1.40 1.18 -0.064
C 0.227325 3.798903 -4.464330 0.52 0.98 -1.12 -0.011
C -0.708432 2.810869 -4.328591 -0.95 -0.32 0.04 -0.033
C -0.822785 2.109792 -3.127444 0.85 0.91 -1.39 -0.117
N 0.026425 2.345577 -2.159018 0.75 -1.23 1.34 0.049
C 1.065650 3.152675 -2.295046 -0.93 2.63 -2.25 -0.145
C 1.985323 3.364275 -1.192886 1.58 0.81 0.99 -0.159
N 2.019349 2.436527 -0.244048 0.11 -0.75 0.19 0.033
C 2.851374 2.519816 0.798127 -1.47 0.93 -0.24 -0.106
C 3.572196 3.689768 1.004179 0.46 0.11 0.92 -0.038
C 3.570342 4.720557 0.067908 -0.06 -1.45 -0.78 0.021
C 2.834936 4.524023 -1.121014 -0.07 -0.88 0.67 -0.072
C 2.953315 5.393853 -2.278303 -1.00 1.54 -0.75 -0.323
N 3.591644 6.542381 -2.283410 -0.11 -0.61 -0.78 -0.218
H 0.266068 4.405210 -5.399334 0.00 -0.48 0.92 0.137
H -1.415096 2.648707 -5.124895 -0.10 -0.18 -0.14 0.109
H -1.519376 1.306056 -3.013778 -0.58 0.07 0.28 0.079
H 2.711190 1.733636 1.561473 0.71 0.47 -0.64 0.088
H 4.121243 3.780581 1.947278 -0.01 0.10 -0.48 0.115
H 4.265029 5.537193 0.172591 -0.22 0.36 0.00 0.117
```
Positions in Å, forces in eV/Å.

Summary:
* max |F|: 3.6 eV/A
* spin multiplicity: 1
* LUMO: -1.430 eV
* HOMO-LUMO gap: 4.2 eV
* highest occupied orbital energy: -5.67 eV
* energy above the lowest of the compared OMol25 structures with the same formula, charge and spin: 6.2 kcal per mole

---

# 4
Formula: C4H11NOS
Source: the OMol25 dataset
Level of theory: ωB97M-V/def2-TZVPD

The geometry in XYZ format:
```
18
Properties=species:S:1:pos:R:3:forces:R:3:lowdin_charge:R:1
C -1.776712 -1.479761 0.444914 1.64 1.14 3.63 -0.017
C -0.946482 -2.743474 0.306567 -0.86 0.65 2.91 -0.553
O -1.336052 -3.590581 -0.441109 1.03 -1.05 -0.74 0.067
N 0.110437 -2.828805 1.263534 -0.18 -4.42 -4.84 0.141
H -2.768896 -1.501376 0.868281 -0.51 -1.36 -0.10 0.074
H -1.897276 -1.058095 -0.496005 0.20 1.29 -1.59 0.054
H 0.638855 -3.732370 1.357367 -1.03 1.45 -0.33 0.129
H 0.137516 -2.264499 2.005706 -0.02 2.72 3.12 0.015
H -1.318092 -0.817284 1.287445 -0.26 -0.41 -2.07 0.095
C 1.186355 2.431202 -1.888870 -1.67 -3.60 -2.76 -0.520
C 0.902777 1.609718 0.841036 -3.97 1.99 -0.35 -0.415
S 0.799468 3.018484 -0.283406 0.63 0.70 0.30 0.766
H 2.113237 1.924700 -2.134657 0.56 -0.05 0.92 0.026
H 0.399695 1.664147 -2.446816 1.36 1.55 1.99 0.099
H 1.164374 3.163045 -2.651451 -0.12 1.68 -0.18 -0.002
H -0.029068 1.856439 1.454303 1.28 -1.07 -0.48 0.052
H 1.674724 1.360253 1.446150 3.02 0.59 1.93 -0.007
H 0.813185 0.729468 0.306422 -1.10 -1.81 -1.37 -0.005
```
Positions in Å, forces in eV/Å.

Summary:
* max |F|: 6.6 eV/A
* spin multiplicity: 1
* LUMO: 0.664 eV
* structure (SMILES): CC(N)=O.CSC
* HOMO-LUMO gap: 9.2 eV
* highest occupied orbital energy: -8.56 eV
* energy above the lowest of the compared OMol25 structures with the same formula, charge and spin: 51.1 kcal per mole